Entry from OMol25: a 4-piece molecular cluster, H8O4 overall at a distorted geometry (ωB97M-V/def2-TZVPD).

Geometry as XYZ:
```
12
Properties=species:S:1:pos:R:3:forces:R:3
O 0.06548 1.99941 1.40386 0.042 0.140 0.078
H 0.94816 2.38952 1.49858 0.066 -0.097 -0.082
H -0.47024 2.51867 2.03135 -0.174 -0.204 -0.127
H -2.21950 -0.03281 0.58279 -0.598 -0.166 0.671
O -2.60806 -0.84934 0.21469 0.570 -0.525 -1.209
H -3.30051 -1.27271 0.73853 0.144 0.688 0.551
O 2.68162 -0.15935 -0.54742 -0.497 -0.056 -0.032
H 1.74290 -0.43759 -0.67533 0.995 -0.064 0.039
H 3.08756 -0.18899 -1.41922 -0.224 -0.055 0.034
O 0.04456 -1.11464 -1.20196 -0.267 0.180 0.230
H -0.73155 -1.58255 -0.84959 0.063 -0.051 -0.032
H -0.11371 -0.24523 -0.80242 -0.120 0.208 -0.121
```
Positions in Å, forces in eV/Å.

Its spin multiplicity is 2. The value obtained for the HOMO energy (spin up / spin down) is 0.8449 / -7.4474 eV. As for the charge: -1.

=====

Entry from OMol25: a 4-piece molecular cluster, H8O4 overall (ωB97M-V/def2-TZVPD).

Geometry as XYZ:
```
12
Properties=species:S:1:pos:R:3:forces:R:3
O 5.32664 5.83362 3.74595 -0.174 0.014 0.163
H 5.49918 5.92496 2.80887 -0.079 -0.035 -0.279
H 6.18188 5.94964 4.15987 0.229 0.001 0.192
O 3.43150 6.12964 7.49500 0.008 -0.103 -0.098
H 3.21162 6.12872 8.42661 -0.098 -0.105 0.252
H 3.55480 7.05382 7.27842 0.026 0.241 -0.148
O 2.06062 2.36684 6.72603 -0.721 -0.406 0.508
H 2.69110 2.35127 7.44609 0.157 -0.051 0.071
H 2.38300 3.05118 6.13953 0.228 -0.240 -0.444
O 3.61604 4.05014 5.43810 0.017 -0.159 -0.133
H 3.17124 4.64382 6.04301 0.153 0.617 0.361
H 4.13082 4.62548 4.87222 0.252 0.226 -0.445
```
Positions in Å, forces in eV/Å.

The value obtained for the HOMO energy is -10.3756 eV.

=====

Entry from OMol25: a 4-piece molecular cluster, H8O4 overall (ωB97M-V/def2-TZVPD).

Geometry as XYZ:
```
12
Properties=species:S:1:pos:R:3:forces:R:3
O 0.95548 0.60661 -0.22026 -0.035 0.098 0.013
H 1.15889 1.47427 -0.58077 -0.002 -0.005 -0.027
H 0.06493 0.68508 0.15461 0.083 -0.002 0.034
O -1.46211 1.09523 1.34988 0.090 0.036 0.013
H -1.95528 1.90095 1.16405 -0.075 -0.041 -0.018
H -1.01754 1.26227 2.18842 -0.004 -0.043 0.014
O -2.11095 -1.57049 -0.21642 -0.039 -0.035 0.068
H -1.87572 -1.08876 0.58379 -0.050 0.062 -0.049
H -2.01267 -0.92789 -0.92417 0.047 -0.018 -0.031
O 2.63020 -1.44182 -1.39036 0.008 0.072 -0.002
H 2.08693 -0.77643 -0.93948 -0.031 -0.109 -0.036
H 3.53785 -1.21903 -1.16928 0.008 -0.015 0.022
```
Positions in Å, forces in eV/Å.

The value obtained for the HOMO energy is -10.6267 eV.

=====

Entry from OMol25: a 4-piece molecular cluster, H8O4 overall (ωB97M-V/def2-TZVPD).

Geometry as XYZ:
```
12
Properties=species:S:1:pos:R:3:forces:R:3
O 0.06032 -1.10792 -1.28924 -0.270 -0.025 0.147
H 0.05831 -0.17167 -1.51419 0.107 0.035 -0.015
H -0.86706 -1.36587 -1.28145 -0.025 -0.042 -0.207
O -0.49568 3.56959 0.37367 0.007 0.077 0.107
H -0.73404 3.39432 -0.53972 -0.013 -0.004 -0.022
H -0.36032 2.69487 0.75943 0.044 -0.023 -0.144
O -0.66064 0.70269 0.97600 -0.210 -0.085 0.058
H -1.44144 0.70690 1.53853 -0.009 0.029 0.041
H -0.54778 -0.21505 0.70225 0.247 0.054 -0.014
O 2.03117 -2.79403 -0.01828 -0.010 -0.081 -0.041
H 1.62609 -3.06364 0.80948 0.008 -0.011 0.027
H 1.33107 -2.35017 -0.51649 0.125 0.077 0.063
```
Positions in Å, forces in eV/Å.

The value obtained for the HOMO energy is -11.1034 eV.

=====

Entry from OMol25: a 4-piece molecular cluster, H8O4 overall at a distorted geometry (ωB97M-V/def2-TZVPD).

Geometry as XYZ:
```
12
Properties=species:S:1:pos:R:3:forces:R:3
O -28.17978 3.60130 20.48982 -0.109 0.207 -0.632
H -27.88966 4.37588 19.99137 0.178 -0.006 0.255
H -28.20707 2.88665 19.84391 -0.045 -0.028 0.161
O -27.90834 2.67104 22.97818 0.037 0.867 -0.574
H -27.96103 3.29153 23.71008 -0.023 -0.190 0.092
H -28.02770 3.22258 22.16174 0.171 -0.566 0.696
O -26.06581 5.73213 19.18279 -0.191 -0.059 -0.178
H -26.48533 5.66865 18.31703 0.130 0.076 0.016
H -25.31390 6.31819 19.04597 -0.039 -0.039 0.083
O -28.71943 0.18789 22.15513 0.313 0.378 -0.275
H -28.32630 -0.14934 21.34406 -0.017 -0.054 0.110
H -28.28005 1.05288 22.31865 -0.404 -0.585 0.247
```
Positions in Å, forces in eV/Å.

The value obtained for the HOMO energy is -10.4186 eV.

=====

Entry from OMol25: a 4-piece molecular cluster, H8O4 overall (ωB97M-V/def2-TZVPD).

Geometry as XYZ:
```
12
Properties=species:S:1:pos:R:3:forces:R:3
O 0.16205 -0.20619 -1.80216 -0.113 -0.119 -0.315
H -0.41285 0.54864 -1.98110 0.095 -0.056 0.144
H 0.01394 -0.80924 -2.54168 -0.020 0.109 0.107
O 2.70581 -1.51578 -0.85058 -0.246 -0.049 -0.159
H 2.82715 -2.42978 -1.12999 -0.015 0.103 0.065
H 1.84258 -1.24895 -1.20385 0.303 0.021 0.149
O -2.55726 0.90351 2.81851 0.028 0.134 -0.057
H -3.10726 0.33976 2.26580 0.071 0.032 0.023
H -1.81644 1.15106 2.24680 -0.107 -0.276 0.007
O -0.26440 1.01435 0.79931 0.211 0.281 -0.040
H 0.34704 0.49367 0.25924 -0.188 -0.050 0.130
H 0.25965 1.75895 1.11970 -0.019 -0.131 -0.054
```
Positions in Å, forces in eV/Å.

The value obtained for the HOMO energy is -10.8861 eV.

=====

Entry from OMol25: H8O4 as an isolated structure at a distorted geometry (ωB97M-V/def2-TZVPD).

Geometry as XYZ:
```
12
Properties=species:S:1:pos:R:3:forces:R:3
O 18.47205 -21.36816 12.66706 0.440 0.442 0.338
H 18.05761 -21.39590 13.52944 -0.185 0.119 0.236
H 17.86746 -20.85974 12.12649 -0.172 -0.092 -0.363
O 17.29688 -23.33232 10.79610 -1.541 0.780 -2.356
H 17.64828 -23.71670 9.99298 -0.111 0.031 -0.314
H 17.95296 -23.53084 11.46421 0.074 -0.288 0.605
O 17.53307 -25.45376 13.98152 -1.921 -2.806 1.983
H 17.40951 -25.89889 13.14319 -0.125 -0.140 -0.445
H 17.40013 -26.13744 14.63814 -0.010 -0.047 0.453
O 18.51197 -24.04764 12.63948 2.905 1.117 -0.088
H 18.15659 -24.44068 13.43664 0.326 0.503 0.319
H 18.95193 -23.25229 12.93959 0.321 0.381 -0.369
```
Positions in Å, forces in eV/Å.

The value obtained for the HOMO energy is -9.7068 eV.

=====

Entry from OMol25: a 4-piece molecular cluster, H8O4 overall at a distorted geometry (ωB97M-V/def2-TZVPD).

Geometry as XYZ:
```
12
Properties=species:S:1:pos:R:3:forces:R:3
O 1.18887 0.21822 -1.91985 0.024 -1.645 -0.885
H 0.64545 0.97820 -2.05610 -0.556 1.068 0.172
H 0.70114 -0.46482 -2.42975 0.594 0.476 0.322
O -0.12546 1.18477 0.40373 -0.661 -0.072 -0.077
H 0.61444 1.77939 0.46102 0.463 0.241 0.144
H 0.24580 0.30371 0.25369 0.172 0.054 0.271
O 1.29741 -1.45808 0.33053 2.196 1.766 0.455
H 1.47727 -0.96133 -0.48375 0.049 -0.196 0.097
H 0.56169 -1.97952 0.16857 -2.220 -1.652 -0.484
O -2.38198 -0.07597 1.46761 -1.850 -1.472 1.047
H -1.68700 0.52618 1.38044 1.997 1.696 -0.704
H -2.53761 -0.05075 2.42388 -0.208 -0.264 -0.358
```
Positions in Å, forces in eV/Å.

The value obtained for the HOMO energy is -10.9911 eV.

=====

Entry from OMol25: a 4-piece molecular cluster, H8O4 overall at a distorted geometry (ωB97M-V/def2-TZVPD).

Geometry as XYZ:
```
12
Properties=species:S:1:pos:R:3:forces:R:3
O -0.08422 -0.76973 0.83219 1.591 0.229 -0.687
H -0.71424 -0.07850 1.03594 -1.024 0.769 0.201
H 0.07748 -1.20188 1.67085 -0.011 -0.402 0.381
O 2.26102 0.58395 0.31206 2.379 1.245 1.236
H 1.39594 0.18593 0.40925 -3.774 -1.655 0.876
H 2.44196 0.53860 -0.62679 0.477 -0.005 -2.282
O -2.35667 0.83767 1.42285 0.441 -0.281 -0.093
H -2.88676 1.61825 1.58384 -0.009 0.344 0.103
H -2.97978 0.18688 1.09968 -0.296 -0.227 -0.087
O 0.87627 -0.24987 -2.58269 0.483 0.483 0.766
H 1.54659 -0.72351 -3.07520 0.148 -0.170 -0.441
H 0.42242 -0.92780 -2.08203 -0.405 -0.330 0.027
```
Positions in Å, forces in eV/Å.

Its spin multiplicity is 2. The value obtained for the HOMO energy (spin up / spin down) is -15.7304 / -15.7302 eV. As for the charge: +1.

=====

Entry from OMol25: H8O4Rb as an isolated structure (ωB97M-V/def2-TZVPD).

Geometry as XYZ:
```
13
Properties=species:S:1:pos:R:3:forces:R:3
Rb -0.92797 -0.06153 0.84570 0.028 -0.096 -0.156
O 1.29215 -1.72760 0.11814 0.092 -0.163 0.020
H 1.69081 -2.42132 0.65954 -0.016 0.098 -0.100
H 1.59819 -1.91028 -0.77946 -0.080 0.045 0.099
O -2.94536 -1.06700 -1.06394 0.044 0.306 0.109
H -3.81752 -0.69244 -0.88382 0.046 -0.170 -0.197
H -2.79466 -0.93572 -2.00878 -0.121 -0.077 0.112
O 0.59014 0.98648 -1.42236 0.150 0.077 0.073
H 0.57483 1.53658 -2.21560 -0.008 -0.077 0.105
H 1.48761 1.07488 -1.07214 -0.131 -0.008 -0.101
O 1.02163 1.50199 2.30509 -0.189 0.059 0.081
H 0.84329 2.45058 2.35014 0.164 -0.121 0.087
H 1.38687 1.26537 3.16747 0.022 0.127 -0.132
```
Positions in Å, forces in eV/Å.

The value obtained for the HOMO energy is -15.4761 eV. As for the charge: +1.

=====

Asked for relative energy (zero: lowest compared OMol25 entry of this formula, charge and spin) across the records above, the calculation gives 12.9, 20.0, 17.2, 19.0, 18.5, 18.7, 48.1, 19.9, 10.9, 0.0 kcal/mol in order.